{
  "formula": "C28H27N3RuSSi",
  "method": "wB97M-V/def2-TZVPD",
  "species": ["C", "C", "C", "H", "C", "C", "H", "H", "H", "H", "Ru", "C", "H", "H", "H", "Si", "C", "C", "H", "C", "H", "C", "H", "C", "H", "C", "H", "C", "C", "H", "C", "H", "C", "H", "C", "H", "C", "H", "H", "H", "N", "C", "C", "C", "C", "C", "C", "N", "C", "C", "C", "S", "C", "N", "H", "H", "H", "H", "H", "H", "H"],
  "positions_angstrom": [[-1.09089, -1.80933, -1.54803], [0.05982, -1.05536, -1.99243], [1.22820, -1.58148, -1.32128], [0.07384, -0.30277, -2.77551], [0.80669, -2.71325, -0.55042], [-0.61228, -2.86300, -0.70434], [-1.22719, -3.63382, -0.25948], [-2.11863, -1.63026, -1.84805], [2.23969, -1.21608, -1.44236], [1.46850, -3.33666, 0.03130], [-0.13191, -0.68752, 0.12408], [1.33403, 5.49418, 0.01743], [1.91464, 4.85297, 0.68350], [1.88466, 5.65461, -0.91428], [0.36656, 5.03651, -0.20023], [0.14237, 1.43084, -0.67826], [-1.43670, 2.08560, -1.51163], [-2.06634, 1.44812, -2.59020], [-1.72618, 0.47693, -2.94914], [-3.14724, 2.05261, -3.24048], [-3.59476, 1.55964, -4.10539], [-3.64081, 3.27900, -2.78359], [-4.48055, 3.75476, -3.29221], [-3.04726, 3.89384, -1.67518], [-3.42363, 4.85212, -1.31377], [-1.96164, 3.29018, -1.02883], [-1.51071, 3.76137, -0.15125], [1.56790, 1.72932, -1.87922], [1.39238, 2.39095, -3.09752], [0.42669, 2.84123, -3.33635], [2.44822, 2.43279, -4.01663], [2.29767, 2.92678, -4.97751], [3.67195, 1.82578, -3.71595], [4.47550, 1.82004, -4.45308], [3.86036, 1.21106, -2.47239], [4.80696, 0.72699, -2.22815], [2.81973, 1.20021, -1.54101], [2.96611, 0.73061, -0.56345], [0.56044, 2.38156, 0.39064], [1.17021, 6.46191, 0.50568], [-0.52777, -2.76860, 4.34123], [-0.24286, -4.05751, 3.91598], [-0.25400, -5.25546, 4.60145], [0.00507, -6.41306, 3.85287], [0.23823, -6.34551, 2.46860], [0.22803, -5.12889, 1.78316], [-0.01293, -3.96306, 2.52091], [-0.14653, -2.64209, 2.14751], [-0.44874, -1.94483, 3.25200], [-0.71175, -0.53103, 3.27214], [-0.96950, 0.26858, 4.37083], [-1.29675, 1.89421, 3.88399], [-1.17445, 1.40240, 2.21805], [-0.75477, 0.14276, 2.04987], [-0.74913, -2.46350, 5.28324], [-0.45774, -5.26675, 5.67188], [0.02219, -7.38648, 4.34904], [0.42845, -7.26882, 1.92307], [0.39062, -5.05246, 0.71152], [-0.92595, -0.07540, 5.39797], [-1.40608, 2.08251, 1.38961]],
  "mulliken_charge": [-0.789, -0.757, -1.221, 1.171, 0.077, -0.266, 0.500, 0.514, 0.494, 0.478, 0.641, -0.750, 0.227, 0.252, -0.017, -0.033, 0.945, 0.197, 0.144, -0.852, 0.437, -0.560, 0.405, -0.887, 0.427, -0.043, 0.194, 0.525, -0.110, 0.469, -0.517, 0.460, -0.435, 0.448, -0.520, 0.476, -0.684, 0.644, -0.136, 0.343, 0.004, 0.202, -1.062, -0.472, -0.926, -0.415, 0.738, 0.215, 0.497, -0.382, -0.427, -0.062, -0.400, -0.016, 0.264, 0.400, 0.389, 0.421, 0.323, 0.397, 0.424],
  "total_charge": 2,
  "e_tot_ha": -2029.35263,
  "e_homo_ha": [-0.49052, -0.49013],
  "spin_multiplicity": 5,
  "homo_lumo_gap_ev": [7.46, 3.15],
  "e_above_lowest_kj_mol": 0.0
}